1.
This record from the Open Molecules 2025 dataset describes a structure of composition C13H12INS3V. The level of theory is wB97M-V/def2-TZVPD.

The energy relative to the best compared isomer or geometry (same formula, charge and spin) is 0.0 kcal/mol. Its molecular weight is 456.30 g/mol. Its HOMO energy (alpha / beta) is -11.03 / -11.04 eV. As for the total energy: -81454.736 eV.

```
! RIJCOSX wB97M-V def2-TZVPD def2/J DEFGRID3
* xyz 1 3
V 0.62 0.34 -0.38
C 2.53 1.31 2.48
C 1.41 1.65 1.55
C 1.63 2.41 0.39
C 0.58 2.77 -0.46
C -0.73 2.38 -0.16
C -0.97 1.62 0.99
C 0.09 1.25 1.83
H 2.32 0.40 3.04
H 2.67 2.13 3.19
H 3.46 1.17 1.93
H 2.64 2.69 0.13
H 0.79 3.33 -1.36
H -1.55 2.65 -0.81
H -1.98 1.29 1.22
H -0.11 0.65 2.70
S 3.44 -2.37 -2.27
C 2.59 -1.29 -1.44
S 1.93 0.22 -2.16
S 2.13 -1.34 0.25
I -3.91 -1.57 -3.66
C -2.74 -1.84 -1.97
C -2.97 -2.88 -1.08
C -2.15 -3.02 0.03
C -1.13 -2.11 0.22
N -0.91 -1.10 -0.63
C -1.70 -0.97 -1.71
H -3.78 -3.58 -1.26
H -2.30 -3.82 0.73
H -0.44 -2.20 1.05
H -1.48 -0.15 -2.38
*
```

2.
This record from the Open Molecules 2025 dataset describes a cluster of 2 separate species, C3H5N2OS in total in a non-equilibrium geometry. The level of theory is wB97M-V/def2-TZVPD.

The energy relative to the best compared isomer or geometry (same formula, charge and spin) is 144.5 kcal/mol. Its molecular weight is 117.15 g/mol. Its HOMO energy (alpha / beta) is -13.36 / -13.76 eV. As for the total energy: -19041.028 eV.

```
! RIJCOSX wB97M-V def2-TZVPD def2/J DEFGRID3
* xyz 1 1
C 1.26 -0.51 0.08
C -1.06 -0.31 0.43
C -0.93 1.01 -0.23
N 1.36 0.72 -0.31
N 0.18 -1.09 0.49
O 0.24 1.57 -0.38
S -1.66 0.94 1.48
H 2.03 -1.36 0.00
H -2.00 -1.55 -0.86
H -1.59 1.29 -1.03
H 2.11 1.29 -0.66
H 0.05 -2.01 0.98
*
```

3.
This record from the Open Molecules 2025 dataset describes a structure of composition C8H10ClNO4Rh in a non-equilibrium geometry. The level of theory is wB97M-V/def2-TZVPD.

Its molecular weight is 322.53 g/mol. Its HOMO energy (alpha / beta) is -1.91 / -4.28 eV. As for the total energy: -33656.399 eV.

```
! RIJCOSX wB97M-V def2-TZVPD def2/J DEFGRID3
* xyz -1 5
C -1.92 0.93 -0.33
C -1.44 -0.18 -1.11
C -0.56 0.34 -2.13
C -0.50 1.77 -1.97
C -1.34 2.13 -0.86
Rh 0.10 0.83 -0.29
C 0.43 -2.65 0.69
C -0.31 -1.74 1.54
C -1.47 -2.19 2.19
N 0.15 -0.48 1.61
H -0.03 -0.25 -2.87
H -1.70 -1.22 -0.99
H 0.05 2.45 -2.61
H -1.54 3.14 -0.52
H -2.61 0.86 0.51
H -0.05 -3.21 -0.10
H 0.01 0.01 2.50
H 1.51 -2.70 0.82
H -1.65 -3.25 2.19
H -2.16 -1.50 2.67
O 4.01 1.34 0.87
Cl 3.06 1.39 -0.19
O 1.92 2.32 0.18
O 3.63 1.80 -1.44
O 2.38 0.05 -0.36
*
```